1.
ORCA calculation (ωB97M-V with the def2-TZVPD basis set) on C31H32BrCdCl2N4O9P2S as an isolated structure in a non-equilibrium geometry.

Results
LUMO, eV: 2.019
Net charge: -1
HOMO energy, eV: -5.92
Relative energy (zero: lowest compared OMol25 entry of this formula, charge and spin), kcal/mol: 0.0

Geometry (Å):
Cd 1.77 -0.25 -0.41
O 3.55 -2.72 1.24
P 3.50 -1.25 1.89
O 4.38 -1.16 3.07
O 3.60 -0.23 0.78
O 1.90 -1.15 2.43
P 0.75 -2.09 1.84
O 1.02 -3.54 2.48
O -0.57 -1.58 2.31
O 0.95 -2.23 0.35
H 2.77 -2.86 0.67
H 0.87 -3.50 3.43
C 3.43 -1.53 -3.69
N 3.73 -0.66 -2.56
C 4.92 -1.13 -1.87
C 3.88 0.72 -3.02
C 2.74 1.68 -2.70
C 2.78 2.90 -3.38
C 1.87 3.90 -3.12
C 0.89 3.68 -2.16
C 0.86 2.47 -1.48
C 1.77 1.43 -1.73
H 4.22 -1.51 -4.45
H 2.49 -1.22 -4.15
H 3.33 -2.56 -3.34
H 5.81 -1.12 -2.52
H 4.76 -2.15 -1.52
H 5.10 -0.51 -0.99
H 4.03 0.73 -4.11
H 4.78 1.14 -2.57
H 3.56 3.06 -4.13
H 1.92 4.84 -3.65
H 0.16 4.45 -1.94
H 0.09 2.32 -0.73
C 3.19 2.49 1.40
O 1.87 1.97 1.31
C 0.97 2.37 2.22
C 1.18 3.36 3.15
C 0.17 3.66 4.06
Br 0.46 5.05 5.32
C -1.02 2.99 4.06
C -1.26 1.99 3.10
C -0.27 1.69 2.16
O -0.41 0.76 1.18
C -2.56 1.30 3.18
N -3.29 1.30 4.27
C -4.38 0.52 3.98
C -5.47 0.14 4.77
C -6.42 -0.69 4.22
C -6.32 -1.14 2.90
C -5.27 -0.76 2.08
C -4.30 0.06 2.65
N -3.14 0.60 2.16
H 3.62 2.29 2.38
H 3.20 3.56 1.18
H 3.76 1.95 0.66
H 2.12 3.90 3.20
H -1.79 3.21 4.79
H -0.62 -0.13 1.65
H -5.55 0.50 5.79
H -7.26 -1.01 4.82
H -7.09 -1.80 2.50
H -5.19 -1.11 1.06
H -2.72 0.42 1.26
S -3.01 0.63 -3.75
C -1.48 0.86 -2.92
N -1.20 0.01 -2.00
C -2.20 -0.93 -1.87
C -2.19 -2.01 -0.99
C -3.23 -2.91 -1.03
C -4.30 -2.74 -1.91
C -4.35 -1.66 -2.77
C -3.29 -0.77 -2.75
H -0.84 1.68 -3.20
H -1.36 -2.13 -0.30
H -3.22 -3.77 -0.37
H -5.11 -3.46 -1.92
H -5.20 -1.51 -3.42
Cl 1.75 -4.98 -4.15
C 0.50 -3.78 -3.79
Cl 0.84 -2.87 -2.30
H -0.44 -4.31 -3.66
H 0.46 -3.09 -4.63


2.
ORCA calculation (ωB97M-V with the def2-TZVPD basis set) on C31H32BrCsN5O6S as an isolated structure in a non-equilibrium geometry.

Results
LUMO, eV: 1.947
Net charge: -1
HOMO energy, eV: -5.80
Relative energy (zero: lowest compared OMol25 entry of this formula, charge and spin), kcal/mol: 45.9

Geometry (Å):
Cs -1.04 -0.33 0.39
N 3.20 1.24 2.28
N 1.90 1.78 2.36
C 0.98 1.55 1.31
O -0.23 1.64 1.65
O 1.41 1.33 0.15
H 3.29 0.39 2.83
H 3.88 1.91 2.59
H 1.44 1.76 3.26
O -1.93 -2.01 2.25
C -2.53 -3.16 1.62
C -2.64 -2.82 0.06
O -2.41 -3.74 -0.73
O -2.95 -1.62 -0.18
C -3.93 -3.33 2.23
C -4.10 -4.10 3.38
C -5.34 -4.19 4.01
C -6.43 -3.52 3.48
C -6.27 -2.76 2.33
C -5.03 -2.66 1.71
C -1.64 -4.38 1.84
C -2.08 -5.65 1.46
C -1.26 -6.76 1.64
C 0.01 -6.62 2.19
C 0.45 -5.36 2.55
C -0.37 -4.25 2.38
H -2.08 -2.09 3.20
H -3.25 -4.64 3.79
H -5.44 -4.79 4.90
H -7.40 -3.59 3.96
H -7.12 -2.23 1.90
H -4.90 -2.05 0.82
H -3.05 -5.77 1.01
H -1.62 -7.74 1.34
H 0.65 -7.48 2.32
H 1.45 -5.23 2.96
H -0.01 -3.26 2.64
C 2.34 4.84 -0.31
C 0.98 5.53 -0.45
C -0.21 4.62 -0.15
N -0.23 3.46 -1.04
C -1.21 3.15 -1.86
S -2.71 3.88 -2.03
N -0.87 2.07 -2.71
C 0.31 1.86 -3.38
O 0.54 0.80 -3.93
C 1.25 3.01 -3.50
C 2.61 2.76 -3.35
C 3.53 3.79 -3.50
C 3.08 5.07 -3.82
C 1.72 5.32 -3.97
C 0.80 4.29 -3.79
H 3.15 5.56 -0.37
H 2.50 4.10 -1.11
H 2.42 4.30 0.64
H 0.87 5.93 -1.46
H 0.92 6.38 0.24
H -1.15 5.16 -0.30
H -0.19 4.25 0.87
H 0.47 2.73 -0.85
H -1.58 1.36 -2.83
H 2.93 1.76 -3.10
H 4.58 3.59 -3.37
H 3.80 5.88 -3.94
H 1.38 6.32 -4.21
H -0.26 4.49 -3.88
Br 5.66 0.28 -0.33
C 4.09 -0.58 -0.95
C 3.79 -0.55 -2.29
C 2.63 -1.18 -2.71
C 1.85 -1.84 -1.77
N 2.15 -1.86 -0.47
C 3.24 -1.22 -0.07
H 4.45 -0.05 -3.00
H 2.33 -1.17 -3.75
H 0.97 -2.39 -2.08
H 3.46 -1.21 0.99


3.
ORCA calculation (ωB97M-V with the def2-TZVPD basis set) on C31H32ClN2O3PScTe2 as an isolated structure.

Results
LUMO, eV: -3.455
Net charge: +1
HOMO energy, eV: -10.07
Relative energy (zero: lowest compared OMol25 entry of this formula, charge and spin), kcal/mol: 0.0

Geometry (Å):
Sc -0.18 0.75 -0.18
C -0.81 -1.73 3.60
C -0.82 -1.27 2.28
N -0.02 -0.30 1.86
C 0.83 0.27 2.75
C 0.90 -0.12 4.09
C 0.04 -1.16 4.51
C 1.83 0.52 4.97
C 2.65 1.50 4.51
C 2.60 1.92 3.14
C 3.43 2.93 2.61
C 3.32 3.26 1.29
C 2.37 2.61 0.50
N 1.57 1.68 0.98
C 1.69 1.32 2.27
H -1.48 -2.53 3.88
H -1.49 -1.70 1.55
H 0.07 -1.49 5.54
H 1.88 0.21 6.00
H 3.36 1.98 5.17
H 4.15 3.42 3.25
H 3.95 4.03 0.85
H 2.24 2.88 -0.54
Cl -1.27 -1.64 -1.27
C -0.09 -1.86 -2.57
C -0.46 -2.60 -3.68
C 0.42 -2.65 -4.75
C 1.63 -1.98 -4.68
C 1.98 -1.27 -3.54
C 1.12 -1.19 -2.43
C 1.42 -0.42 -1.21
H -1.42 -3.09 -3.71
H 0.15 -3.22 -5.63
H 2.31 -2.01 -5.52
H 2.93 -0.76 -3.50
H 2.37 0.12 -1.31
H 1.57 -1.13 -0.37
C -0.60 1.02 -4.51
Te -0.54 2.35 -2.83
C 1.45 2.74 -3.53
C 1.42 2.42 -5.00
C 2.37 2.92 -5.87
C 2.33 2.59 -7.22
C 1.33 1.75 -7.69
C 0.38 1.24 -6.82
C 0.41 1.57 -5.47
H -1.61 1.03 -4.92
H -0.34 0.01 -4.19
H 2.14 2.09 -2.99
H 1.71 3.78 -3.33
H 3.14 3.58 -5.50
H 3.07 2.99 -7.89
H 1.29 1.50 -8.74
H -0.40 0.59 -7.20
C -4.60 3.88 -1.37
C -4.86 2.57 -0.67
O -4.21 2.47 0.62
P -2.67 2.18 0.81
O -2.22 1.08 -0.16
Te -1.18 3.98 0.65
O -2.64 1.49 2.25
C -3.49 1.86 3.37
C -3.18 3.23 3.91
H -5.20 3.93 -2.27
H -3.55 3.99 -1.64
H -4.88 4.72 -0.73
H -4.54 1.71 -1.26
H -5.92 2.45 -0.43
H -3.29 1.08 4.11
H -4.52 1.77 3.04
H -2.13 3.30 4.22
H -3.81 3.40 4.79
H -3.38 4.01 3.19


4.
ORCA calculation (ωB97M-V with the def2-TZVPD basis set) on C31H32CoN6O2 as an isolated structure in a non-equilibrium geometry.

Results
LUMO (spin up / spin down), eV: 0.308 / -0.814
Spin multiplicity: 4
HOMO energy (spin up / spin down), eV: -7.08 / -7.50

Geometry (Å):
Co -0.54 -0.47 1.13
C -1.88 -0.44 4.00
N -1.02 0.53 3.31
C 0.18 0.74 4.14
C 1.48 0.88 3.36
C 1.87 -0.42 2.64
N 1.32 -0.42 1.30
C 2.08 -0.60 0.30
C 1.67 -0.30 -1.09
C 2.85 -0.33 -1.99
C 2.77 -0.57 -3.35
C 1.58 -0.83 -3.98
C 0.32 -0.83 -3.21
C 0.46 -1.20 -1.68
O 0.26 -2.34 -1.18
C -1.78 1.78 3.08
C -2.37 1.93 1.68
C -3.19 0.75 1.15
N -2.44 -0.52 1.10
C -3.13 -1.60 1.20
C -2.61 -2.92 1.39
C -3.47 -4.03 1.26
C -3.03 -5.30 1.53
C -1.71 -5.49 1.97
C -0.86 -4.43 2.13
C -1.27 -3.10 1.84
O -0.45 -2.13 2.05
H -2.09 -0.12 5.03
H -1.40 -1.42 4.01
H -2.83 -0.55 3.48
H 0.29 -0.12 4.80
H 0.03 1.62 4.79
H 2.26 1.15 4.07
H 1.40 1.69 2.63
H 1.46 -1.27 3.18
H 2.96 -0.52 2.60
H 3.13 -0.87 0.47
H 3.83 -0.21 -1.54
H 3.69 -0.58 -3.92
H 1.56 -1.11 -5.03
H -0.44 -1.48 -3.65
H -1.11 2.63 3.24
H -2.58 1.86 3.83
H -1.55 2.10 0.98
H -3.01 2.81 1.67
H -3.54 1.01 0.15
H -4.08 0.61 1.78
H -4.23 -1.52 1.20
H -4.48 -3.87 0.92
H -3.69 -6.15 1.40
H -1.36 -6.49 2.19
H 0.16 -4.57 2.47
N 4.54 5.30 -6.29
C 3.84 4.67 -5.62
C 3.00 3.88 -4.78
C 3.28 3.75 -3.42
C 2.49 2.98 -2.61
C 1.38 2.29 -3.13
C 1.08 2.45 -4.49
C 1.88 3.22 -5.30
N 0.54 1.55 -2.33
C -0.37 0.52 -2.81
C -0.84 -0.05 -1.47
N -0.39 0.72 -0.41
C 0.88 1.10 -0.98
H 4.14 4.26 -3.01
H 2.75 2.90 -1.56
H 0.23 1.94 -4.92
H 1.65 3.32 -6.35
H -1.12 0.92 -3.50
H -1.82 -0.52 -1.42
H 1.40 1.86 -0.39


5.
ORCA calculation (ωB97M-V with the def2-TZVPD basis set) on C31H32CsF4N6Se as an isolated structure in a non-equilibrium geometry.

Results
LUMO, eV: 1.381
Net charge: -1
HOMO energy, eV: -3.98
Relative energy (zero: lowest compared OMol25 entry of this formula, charge and spin), kcal/mol: 24.7

Geometry (Å):
Cs 0.32 0.09 0.65
C -3.04 3.48 -1.73
N -2.41 2.40 -1.00
C -3.43 1.51 -0.46
C -1.57 2.90 0.08
C -0.24 3.55 -0.37
N 0.83 2.57 -0.40
C 2.09 2.87 -0.15
C 3.08 1.81 -0.11
F 2.71 0.53 -0.43
C 4.40 2.01 0.20
F 5.21 0.92 0.21
C 4.94 3.25 0.49
C 4.03 4.30 0.42
F 4.47 5.55 0.65
C 2.70 4.14 0.11
F 1.95 5.27 0.02
H -2.30 4.14 -2.17
H -3.70 4.09 -1.08
H -3.66 3.07 -2.54
H -4.11 2.03 0.24
H -2.99 0.67 0.07
H -4.04 1.11 -1.28
H -1.34 2.03 0.69
H -2.13 3.60 0.73
H -0.04 4.39 0.31
H -0.39 4.00 -1.36
H 5.97 3.40 0.75
C -1.55 -2.30 6.35
C -0.21 -1.95 5.70
C 0.12 -0.48 5.76
C 0.71 0.05 6.90
C 1.07 1.38 6.97
C 0.85 2.21 5.88
C 0.26 1.72 4.72
C -0.02 2.67 3.58
C -1.38 3.36 3.75
C -0.12 0.37 4.67
N -0.65 -0.17 3.47
C -1.91 -0.43 3.42
C -2.64 -1.06 2.36
C -4.04 -1.17 2.36
C -4.38 -1.84 1.18
C -3.16 -2.10 0.54
N -2.10 -1.64 1.23
H -1.71 -3.38 6.36
H -2.38 -1.85 5.81
H -1.59 -1.94 7.38
H -0.20 -2.29 4.67
H 0.59 -2.50 6.22
H 0.91 -0.61 7.74
H 1.54 1.78 7.86
H 1.14 3.25 5.92
H -0.03 2.13 2.63
H 0.77 3.41 3.51
H -2.19 2.62 3.70
H -1.55 4.09 2.96
H -1.44 3.86 4.71
H -2.57 -0.14 4.25
H -4.70 -0.81 3.13
H -5.36 -2.11 0.83
H -3.02 -2.61 -0.41
Se 0.06 -3.49 0.10
N 1.50 -2.41 0.25
C 2.55 -3.21 0.35
C 3.89 -2.72 0.48
C 4.90 -3.62 0.58
C 4.64 -5.04 0.56
C 3.40 -5.54 0.42
C 2.29 -4.63 0.30
N 1.04 -4.98 0.14
H 4.06 -1.65 0.49
H 5.92 -3.28 0.68
H 5.49 -5.71 0.65
H 3.19 -6.60 0.40


6.
ORCA calculation (ωB97M-V with the def2-TZVPD basis set) on C31H32IN3O13S2Ta as an isolated structure.

Results
LUMO, eV: -3.448
Net charge: +1
HOMO energy, eV: -10.62
Relative energy (zero: lowest compared OMol25 entry of this formula, charge and spin), kcal/mol: 10.5

Geometry (Å):
Ta 0.06 -1.15 0.44
C 1.76 3.31 -1.77
O 1.76 2.12 -0.99
C 2.23 2.34 0.32
C 2.58 1.03 0.97
O 1.48 0.30 1.60
C 1.41 0.51 3.04
C 0.48 1.62 3.43
O -0.84 1.15 3.36
C -1.80 2.18 3.48
H 2.77 3.73 -1.83
H 1.42 3.05 -2.76
H 1.08 4.05 -1.34
H 3.16 2.93 0.28
H 1.50 2.91 0.90
H 3.02 0.38 0.23
H 3.32 1.22 1.75
H 1.07 -0.43 3.47
H 2.42 0.71 3.40
H 0.73 1.95 4.45
H 0.61 2.49 2.77
H -1.72 2.70 4.44
H -1.67 2.92 2.68
H -2.78 1.73 3.38
I -2.64 -1.74 -0.11
N 8.34 0.02 0.62
C 7.12 -0.59 0.71
C 6.64 -1.40 -0.33
C 5.41 -1.99 -0.24
C 4.60 -1.77 0.87
C 5.06 -0.97 1.92
C 6.31 -0.39 1.84
S 3.04 -2.52 0.97
O 3.16 -3.88 0.54
O 2.46 -2.20 2.25
N 2.07 -1.73 -0.14
C 1.62 -2.46 -1.25
S 2.36 -3.20 -2.59
C 0.79 -3.54 -3.23
C -0.19 -3.07 -2.42
N 0.32 -2.49 -1.29
H 8.98 -0.29 -0.08
H 8.75 0.41 1.44
H 7.27 -1.57 -1.19
H 5.06 -2.64 -1.04
H 4.44 -0.85 2.80
H 6.68 0.22 2.66
H 0.67 -4.08 -4.15
H -1.25 -3.13 -2.56
O -0.15 -0.09 -1.38
C -0.69 0.94 -0.82
O -0.74 0.85 0.46
C -1.26 2.04 -1.56
C -1.26 2.00 -2.95
C -1.81 3.05 -3.69
C -2.35 4.09 -2.97
O -2.92 5.22 -3.45
C -3.41 5.95 -2.31
O -2.93 5.28 -1.15
C -2.35 4.12 -1.58
C -1.82 3.11 -0.84
H -0.83 1.15 -3.45
H -1.83 3.04 -4.77
H -4.50 5.93 -2.32
H -3.02 6.96 -2.34
H -1.84 3.11 0.24
O -0.06 -3.14 1.15
C -0.39 -2.75 2.32
O -0.52 -1.45 2.39
C -0.61 -3.61 3.43
C -0.35 -4.97 3.28
C -0.53 -5.85 4.34
C -0.98 -5.31 5.52
O -1.23 -5.95 6.68
C -1.74 -4.97 7.60
O -1.67 -3.70 6.94
C -1.25 -3.95 5.67
C -1.07 -3.07 4.65
H 0.01 -5.33 2.33
H -0.33 -6.91 4.25
H -1.11 -4.96 8.49
H -2.77 -5.21 7.84
H -1.28 -2.01 4.75